Record 1
# C33H58ClF9N3O7S

A 5-piece molecular cluster, C33H58ClF9N3O7S overall (ωB97M-V with the def2-TZVPD basis set, the OMol25 dataset).

Structure (XYZ):
```
112
Properties=species:S:1:pos:R:3:forces:R:3
C -0.77303 3.88140 3.87225 -0.3 -0.5 0.7
C -1.62625 2.80890 4.75163 -0.6 0.9 0.2
C -2.02122 1.46447 3.92970 0.3 0.9 -0.4
Cl -2.19347 0.02676 5.11469 0.2 1.1 -1.2
C -0.96854 1.12104 2.73120 2.3 -1.1 -1.2
C 0.49026 0.74552 3.15644 -1.8 0.2 -2.2
N 0.88487 0.75430 4.59741 1.3 -4.4 -1.5
C 1.23956 -0.44499 5.00291 -2.6 -3.9 1.8
O 1.26301 -1.61317 5.47839 0.6 8.3 -3.2
N 1.52308 0.37046 2.15935 -3.1 0.9 -0.9
C 1.31230 0.34766 0.72155 -4.0 1.0 -0.2
C 2.39033 -0.02701 -0.40164 0.2 -0.2 0.8
C 3.84263 -0.47226 0.13580 1.1 -0.1 -0.9
C 4.23546 -2.01738 -0.26366 0.4 0.8 0.1
C 4.08330 -3.05258 0.96482 -0.3 -0.3 0.0
C 3.47810 -4.50630 0.51688 2.8 0.4 -1.3
F 4.01296 -4.70789 -0.83444 -1.6 0.1 3.0
F 4.02775 -5.59727 1.28394 -2.0 2.8 -1.7
C 1.88256 -4.52309 0.35269 -0.6 -0.4 -4.2
F 1.51074 -5.51217 -0.64817 1.3 2.7 3.0
F 1.39166 -3.26217 -0.19069 1.9 -3.3 1.4
S 0.87694 -4.89268 1.87745 -4.6 -0.8 2.5
F 0.21067 -3.31289 1.83808 1.2 -2.4 0.5
F 2.03744 -4.33702 2.94980 -1.5 -1.1 -2.0
F 1.36610 -6.49020 1.96947 -0.2 3.2 -0.3
F -0.42572 -5.38061 0.88529 2.4 1.0 1.8
F -0.12484 -5.18587 3.19881 2.0 0.5 -2.2
C -0.14962 0.71035 0.18722 -0.5 0.3 3.0
C -0.51173 0.73749 -1.37562 1.5 -0.1 -0.4
C -0.47349 -0.69184 -2.11537 -0.1 -2.0 0.5
N -0.79419 -1.86863 -1.59876 0.7 3.9 -0.9
C -1.33313 1.10933 1.19555 3.2 -0.6 1.8
C -2.82427 1.49456 0.71676 1.0 0.0 -1.1
C -3.58896 0.19169 0.10025 0.5 0.2 0.2
C -4.78659 -0.36776 1.02642 0.9 -1.8 -0.7
C -5.62161 -1.41817 0.09870 -1.4 -0.6 -3.7
O -5.68644 -1.35612 -1.16799 0.6 0.3 5.5
O -6.36961 -2.50490 0.72225 0.5 3.1 -0.7
H -0.94391 4.94438 4.28857 0.3 -1.8 -0.6
H 0.33569 3.60763 4.00739 -1.6 0.6 -0.7
H -1.13117 3.86921 2.77739 0.8 0.0 1.6
H -1.08981 2.57224 5.74875 -0.8 0.2 -1.8
H -2.62602 3.33239 5.04729 1.8 -1.2 -0.5
H -3.09331 1.63944 3.53084 2.1 -0.6 0.4
H 2.44045 0.11372 2.55539 -0.6 0.3 -0.5
H 2.50831 0.85443 -1.15168 -0.4 -1.3 1.5
H 1.96057 -0.90336 -1.00807 0.4 1.3 1.0
H 4.61992 0.17803 -0.44211 -1.4 -1.0 1.2
H 4.04494 -0.28052 1.24950 -0.4 -0.2 -1.5
H 5.36791 -1.99797 -0.53678 -2.2 -0.2 0.2
H 3.60328 -2.26079 -1.19746 1.4 0.1 1.7
H 5.13023 -3.27717 1.39487 -1.8 0.3 -0.5
H 3.42275 -2.54863 1.76557 1.0 -1.2 -1.1
H 0.30846 1.39161 -1.88916 -1.5 -1.1 0.8
H -1.51319 1.23499 -1.63538 1.5 -0.7 0.8
H -0.09203 -0.69714 -3.21316 -0.7 0.2 1.9
H -1.10762 -1.69314 -0.62597 0.2 -0.4 -0.3
H -2.68364 2.24033 -0.16944 -0.2 -1.1 1.8
H -3.44353 2.05856 1.50058 1.2 -1.0 -1.0
H -3.89362 0.45292 -0.97725 0.1 -0.6 1.8
H -2.80003 -0.64230 0.03090 -1.4 1.1 0.0
H -4.28291 -1.03468 1.84032 -1.1 1.4 -1.1
H -5.44885 0.43717 1.50449 0.8 -1.3 -0.9
H -7.27710 -2.41336 0.31785 1.3 -0.5 0.3
C -6.44212 3.19446 7.31561 0.1 -0.2 0.2
C -5.28667 4.08992 6.89833 -0.7 0.1 -0.2
C -5.77750 5.46259 6.46646 0.2 0.2 0.0
O -4.57872 3.47843 5.81940 0.2 -0.1 -0.2
H -7.13550 3.03735 6.48263 0.0 0.2 0.0
H -6.07569 2.20750 7.61223 0.0 0.1 0.0
H -6.99515 3.62836 8.15274 0.0 -0.1 -0.1
H -4.58442 4.19560 7.73031 0.1 -0.1 -0.2
H -6.44773 5.38453 5.60391 -0.1 -0.1 0.1
H -4.93738 6.09168 6.15807 -0.1 0.0 0.1
H -6.31062 5.96440 7.27816 0.0 0.0 -0.1
H -5.19262 3.38048 5.07744 0.0 0.1 0.3
C 2.14788 -3.28043 -5.26796 0.0 0.2 -0.2
C 3.48066 -3.51133 -4.57348 -0.6 -0.5 0.1
C 3.67092 -4.97573 -4.21199 0.3 -0.1 0.0
O 3.54004 -2.71912 -3.38750 0.1 0.4 0.2
H 1.31317 -3.55821 -4.61552 0.1 -0.1 0.0
H 2.01957 -2.22141 -5.51123 0.1 -0.1 -0.1
H 2.07795 -3.86233 -6.19089 0.0 0.1 0.1
H 4.29638 -3.18468 -5.22513 0.0 0.1 0.3
H 2.88979 -5.31288 -3.52250 -0.1 0.1 -0.1
H 4.62752 -5.12472 -3.70295 -0.1 0.0 -0.1
H 3.64662 -5.60852 -5.10321 0.0 0.0 0.1
H 2.82066 -3.00063 -2.80359 0.1 -0.2 -0.4
C -2.58443 7.18578 0.67603 -0.1 0.0 0.3
C -1.82032 5.91569 0.33814 -0.2 0.5 -0.5
C -0.85969 6.13840 -0.81923 0.3 -0.1 0.0
O -2.74481 4.88334 -0.00509 -0.1 -0.5 0.1
H -3.18494 7.51917 -0.17668 0.2 0.0 0.0
H -3.27944 7.00795 1.50173 0.1 0.0 0.0
H -1.90332 7.99243 0.95970 -0.1 0.0 0.0
H -1.26442 5.57619 1.21723 -0.2 -0.1 -0.1
H -1.40005 6.43528 -1.72408 0.0 0.1 0.1
H -0.32567 5.21398 -1.05888 0.0 0.1 0.1
H -0.12693 6.91369 -0.58038 -0.1 -0.1 -0.1
H -3.24216 5.17474 -0.78278 0.1 0.0 0.2
C 6.36822 -2.69519 -8.14565 0.2 0.1 0.3
C 4.88867 -2.38582 -8.31147 0.4 -0.3 -0.6
C 4.15611 -3.53008 -8.99451 -0.3 -0.1 0.1
O 4.73730 -1.19834 -9.08564 -0.1 0.2 0.1
H 6.84770 -2.84449 -9.11859 -0.1 -0.1 0.0
H 6.88384 -1.85925 -7.66426 -0.1 -0.1 0.0
H 6.51845 -3.59393 -7.54095 0.0 0.0 -0.1
H 4.44092 -2.19559 -7.33135 0.0 0.2 -0.2
H 4.55830 -3.70854 -9.99709 0.1 0.0 0.1
H 3.09629 -3.28882 -9.11759 0.1 0.0 0.1
H 4.23978 -4.45396 -8.41522 0.0 0.0 -0.1
H 5.13082 -1.35698 -9.95540 -0.1 0.0 0.2
```
Forces are in eV/Å.

HOMO level, eV: -11.5452
Charge: +1
Kohn-Sham gap, hartree: 0.2697

Record 2
# C33H58N6O17P3

A 4-piece molecular cluster, C33H58N6O17P3 overall (ωB97M-V with the def2-TZVPD basis set, the OMol25 dataset).

Structure (XYZ):
```
117
Properties=species:S:1:pos:R:3:forces:R:3
C -4.44099 -0.95984 3.90319 0.3 -0.2 -0.6
C -3.36438 -1.95966 3.36675 -0.5 -0.1 1.3
O -3.84447 -2.70095 2.24559 0.1 0.8 -0.3
C -3.83203 -1.89345 1.07990 0.7 0.6 -0.6
C -2.55894 -2.25283 0.25406 -0.2 -0.9 0.9
O -2.78390 -2.34169 -1.15834 0.2 0.8 0.5
C -3.00894 -1.11066 -1.74600 -0.5 -0.7 -1.6
N -1.76347 -0.46630 -2.23838 -0.6 0.8 0.6
C -0.58490 -1.22564 -2.63852 0.0 -1.6 0.0
C 0.21849 -1.84073 -1.47402 0.8 0.2 0.0
C 0.62693 -0.82724 -0.40194 0.6 -0.2 0.8
O 0.00755 0.17822 -0.12328 -0.4 -0.4 -0.4
N 1.80387 -1.14333 0.34532 -0.8 1.1 -1.2
C 2.31786 0.05826 0.97353 0.8 0.5 0.3
C 3.14918 0.92710 0.25724 -0.1 -0.3 0.0
C 3.67134 2.06815 0.86129 0.1 0.0 -0.4
C 3.36930 2.39094 2.18311 0.0 -0.2 0.1
C 2.52652 1.54014 2.89978 0.1 0.2 -0.5
C 2.01328 0.40018 2.27982 -0.5 -0.3 0.7
C -1.76370 0.84629 -2.35098 1.9 1.9 -0.7
N -0.71162 1.59152 -2.82412 -0.8 -0.5 0.1
C -1.09576 2.86408 -2.82029 1.0 -0.6 -0.3
C -0.13399 3.88114 -3.33048 -1.5 1.2 0.8
C -0.30908 5.26721 -3.09802 1.5 -0.4 -0.9
C 0.72767 6.04721 -3.62286 -0.8 -0.2 0.5
C 1.78328 5.43934 -4.29518 1.6 1.2 -0.8
N 1.97684 4.14199 -4.58033 -2.2 1.2 1.4
C 0.96858 3.43934 -4.05767 0.3 -2.2 -0.5
N -2.35327 3.00799 -2.32661 2.0 0.4 -1.7
C -3.12390 4.21793 -2.11867 -1.0 0.5 1.8
C -2.75177 4.79856 -0.70359 0.7 -1.1 0.3
C -3.78444 4.37230 0.35653 -1.3 0.5 0.4
O -4.96630 4.55917 0.20912 0.9 -0.1 -0.3
O -3.37790 3.80178 1.52911 0.4 0.0 -1.0
N -2.73058 1.73063 -2.06400 -2.5 -1.0 1.1
H -4.74753 -1.23852 4.91779 0.1 0.3 -0.2
H -5.33042 -1.04658 3.25738 0.3 0.1 0.3
H -4.07639 0.07650 3.86540 -0.3 -0.3 0.2
H -3.18633 -2.68621 4.17520 0.0 0.0 -0.5
H -2.38998 -1.47829 3.17056 -0.4 -0.1 -0.2
H -3.75176 -0.81359 1.32237 -0.2 -0.4 0.3
H -4.75222 -1.97765 0.47471 0.3 -0.5 0.3
H -2.25848 -3.26151 0.58179 -0.2 0.3 -0.3
H -1.72319 -1.58878 0.53369 -0.3 0.0 -0.5
H -3.61045 -0.42148 -1.12918 0.6 -0.1 0.1
H -3.61284 -1.30748 -2.65388 0.1 -0.1 0.4
H -0.95021 -2.07070 -3.24981 0.1 0.3 0.2
H 0.10501 -0.66825 -3.27837 -0.6 0.4 0.3
H 1.15452 -2.23410 -1.91431 -0.4 0.1 0.1
H -0.25745 -2.71709 -1.00963 -0.1 0.5 -0.1
H 2.50207 -1.53417 -0.28139 0.0 -0.3 0.3
H 3.39138 0.69452 -0.78523 0.0 0.1 0.3
H 4.32762 2.68607 0.24332 -0.2 0.0 0.4
H 3.80312 3.27534 2.65338 -0.2 -0.3 -0.2
H 2.25341 1.74784 3.93568 0.2 0.0 -0.3
H 1.36289 -0.22811 2.89258 0.1 0.0 -0.4
H -1.12753 5.72957 -2.55804 0.2 -0.2 -0.1
H 0.71316 7.13075 -3.50417 0.1 -0.3 -0.1
H 2.58127 6.10615 -4.64984 -0.3 -0.3 0.1
H 1.02552 2.35675 -4.22831 0.0 0.4 0.1
H -2.97951 4.96802 -2.89989 0.3 -0.6 -0.1
H -4.20825 4.01414 -2.08259 0.4 -0.2 -0.3
H -1.79083 4.33927 -0.40399 -0.2 0.4 -0.3
H -2.58746 5.88317 -0.72130 -0.5 -0.2 0.2
H -2.52571 3.35356 1.42443 0.1 0.3 0.2
H -3.65921 1.55708 -1.70324 0.1 0.1 -0.1
C -6.13019 -4.43912 0.69081 0.8 0.1 -0.2
O -7.03510 -5.46866 0.33376 -0.4 -2.5 -1.5
P -8.10707 -5.20731 -0.92503 -3.1 7.0 1.5
O -7.74028 -3.79149 -1.27408 0.6 -1.0 -0.1
O -9.37678 -5.28044 0.10407 0.5 -1.1 -0.2
C -9.39064 -6.20186 1.20308 -0.2 0.1 0.2
O -9.06312 -5.52962 -2.24995 2.2 -2.9 0.4
C -10.13775 -4.63613 -2.52704 -0.3 0.5 -0.1
H -5.47999 -4.82687 1.47559 -0.1 -0.2 -0.1
H -5.50581 -4.15570 -0.15606 -0.1 0.2 0.0
H -6.67235 -3.57914 1.08385 -0.1 0.0 -0.2
H -9.03471 -5.70245 2.10438 0.1 -0.1 0.0
H -8.77485 -7.07830 1.01007 0.0 0.0 0.1
H -10.41862 -6.52095 1.36722 0.0 0.1 -0.1
H -9.75671 -3.75333 -3.03929 0.1 0.0 0.1
H -10.67116 -4.34651 -1.62432 0.1 0.0 0.0
H -10.82932 -5.15734 -3.18808 0.2 -0.2 0.0
C 3.41569 -1.96963 4.08120 -0.4 0.5 -0.2
O 3.53585 -2.60765 5.34272 -1.2 -0.5 2.6
P 4.61357 -1.99555 6.46968 6.6 1.1 -4.0
O 5.19293 -0.86541 5.66893 -1.1 -0.2 0.4
O 5.52460 -3.35299 6.37410 -1.1 -0.2 0.6
C 4.92073 -4.64390 6.22459 0.2 -0.2 -0.2
O 5.25205 -1.57976 7.95093 -3.5 -0.8 0.6
C 6.66180 -1.38765 8.03650 0.6 0.2 -0.1
H 2.62179 -2.47778 3.52920 -0.1 -0.1 0.3
H 3.13850 -0.92617 4.19373 0.3 0.0 -0.1
H 4.34553 -2.06684 3.52147 0.1 0.2 0.2
H 4.89000 -4.91416 5.16872 -0.1 0.0 0.0
H 3.91228 -4.67396 6.63335 0.0 -0.1 0.0
H 5.53723 -5.37158 6.75016 0.1 0.1 0.1
H 6.91843 -0.39555 7.66700 -0.1 -0.1 -0.1
H 7.21178 -2.14802 7.48639 -0.1 0.0 -0.1
H 6.93402 -1.45423 9.08934 -0.2 0.0 0.0
C 9.51752 3.17107 -5.50224 0.3 -0.2 -0.7
O 8.79345 2.47672 -4.49532 -1.0 -2.6 1.1
P 7.12359 2.45339 -4.54865 -1.7 7.4 -1.3
O 6.89538 3.30875 -5.75941 0.4 -1.0 0.2
O 7.04185 3.31720 -3.15715 0.3 -1.2 0.3
C 7.97718 3.09538 -2.09338 0.0 0.3 0.1
O 5.56037 1.88962 -4.37414 2.1 -2.9 0.5
C 4.51490 2.85496 -4.30190 -0.1 0.3 -0.2
H 10.57750 2.99933 -5.31167 -0.1 -0.2 0.2
H 9.28184 2.79180 -6.49477 -0.1 0.2 0.0
H 9.31332 4.23886 -5.43849 -0.2 -0.1 -0.1
H 8.79789 3.80819 -2.17243 0.0 -0.1 0.0
H 8.37762 2.08330 -2.10472 0.0 0.0 0.1
H 7.46404 3.26230 -1.14684 -0.1 0.0 -0.1
H 4.26182 3.19588 -5.30214 0.1 0.0 0.0
H 4.78402 3.70177 -3.67213 0.1 0.0 0.0
H 3.64483 2.36420 -3.86772 0.2 -0.2 0.0
```
Forces are in eV/Å.

HOMO level, eV: -11.1778
Charge: +1
Kohn-Sham gap, hartree: 0.2972

Question: What is the charge in the second record?
Answer: +1